#A
{
  "formula": "CH8N2S2",
  "method": "wB97M-V/def2-TZVPD",
  "smiles": "NCN.SS",
  "orbital_gap_ev": 9.286,
  "species": ["N", "C", "N", "H", "H", "H", "H", "H", "H", "S", "S", "H", "H"],
  "coordinates": [[1.25, -0.32, -1.44], [1.05, 0.67, -0.34], [1.14, -0.04, 0.95], [1.55, -1.17, -0.97], [1.98, 0.01, -2.04], [0.08, 1.12, -0.54], [1.85, 1.41, -0.49], [0.26, 0.20, 1.42], [1.83, 0.41, 1.54], [-2.44, -1.60, 0.28], [-2.41, 0.34, 0.98], [-3.57, -1.92, 0.88], [-2.56, 0.89, -0.23]]
}

***

#B
{
  "formula": "CH8N2S2",
  "method": "wB97M-V/def2-TZVPD",
  "smiles": "NCN.SS",
  "orbital_gap_ev": 9.495,
  "species": ["N", "C", "N", "H", "H", "H", "H", "H", "H", "S", "S", "H", "H"],
  "coordinates": [[-0.60, -1.76, 1.75], [-0.42, -0.75, 0.79], [-1.59, -0.18, 0.20], [-0.31, -2.61, 1.38], [-0.31, -1.77, 2.80], [0.28, -1.08, -0.07], [0.04, 0.01, 1.39], [-2.29, -0.90, -0.16], [-1.95, 0.32, 1.10], [2.20, 1.95, -1.17], [1.41, 3.05, -2.72], [3.11, 1.40, -2.04], [0.42, 2.32, -3.24]]
}

***

Which is most stable, and by how much? #A, by 18.9 kcal/mol.

***

#A
{
  "formula": "C5H7N4O",
  "method": "wB97M-V/def2-TZVPD",
  "charge": 1,
  "orbital_gap_ev": 8.395,
  "species": ["C", "C", "C", "C", "C", "N", "N", "N", "N", "O", "H", "H", "H", "H", "H", "H", "H"],
  "coordinates": [[-2.99, -0.56, 0.84], [-2.84, 0.77, 0.24], [-1.73, -1.09, 0.79], [0.88, -0.15, -0.05], [2.77, 0.67, -0.83], [-1.54, 0.98, -0.08], [-1.01, -0.23, 0.08], [1.71, -1.14, 0.00], [1.37, 0.95, -0.52], [2.99, -0.69, -0.48], [-3.93, -1.02, 1.24], [-3.52, 1.48, 0.08], [-1.49, -2.07, 1.20], [3.09, 0.92, -1.86], [3.53, 1.42, -0.27], [1.88, -1.93, 0.61], [0.83, 1.68, -0.98]]
}

***

#B
{
  "formula": "C5H7N4O",
  "method": "wB97M-V/def2-TZVPD",
  "charge": 1,
  "smiles": "Nc1c[nH]c2n1cc[n+]2O",
  "orbital_gap_ev": 8.940,
  "species": ["N", "C", "C", "N", "C", "N", "C", "C", "N", "O", "H", "H", "H", "H", "H", "H", "H"],
  "coordinates": [[1.20, 2.01, -1.40], [1.09, 0.92, -0.59], [2.00, 0.19, 0.13], [1.33, -0.92, 0.61], [0.03, -0.74, 0.43], [-0.12, 0.31, -0.39], [-1.47, 0.57, -0.55], [-2.13, -0.38, 0.19], [-1.16, -1.21, 0.76], [-1.11, -2.09, 1.82], [2.05, 2.46, -1.44], [0.34, 2.28, -1.90], [2.99, 0.28, 0.18], [1.79, -1.67, 1.26], [-1.78, 1.45, -0.91], [-3.29, -0.53, 0.15], [-1.76, -2.91, 1.65]]
}

***

Which is most stable, and by how much? #B, by 72.1 kcal/mol.

***

#A
{
  "formula": "C4H6FN",
  "method": "wB97M-V/def2-TZVPD",
  "orbital_gap_ev": [8.570, 6.994],
  "species": ["C", "C", "C", "C", "N", "F", "H", "H", "H", "H", "H", "H"],
  "coordinates": [[0.20, -0.73, 0.68], [-0.09, 0.25, 1.80], [-0.18, 1.60, 1.08], [0.13, -0.98, -1.77], [0.36, -1.29, -0.40], [-1.14, 2.07, 0.19], [-1.02, -0.03, 2.25], [0.77, 0.30, 2.48], [0.74, 1.75, 0.40], [0.58, -0.06, -2.08], [-0.92, -1.05, -2.19], [0.56, -1.83, -2.42]]
}

***

#B
{
  "formula": "C4H6FN",
  "method": "wB97M-V/def2-TZVPD",
  "smiles": "C=N/C=C(/C)F",
  "orbital_gap_ev": [8.316, 8.317],
  "species": ["C", "N", "C", "C", "C", "F", "H", "H", "H", "H", "H", "H"],
  "coordinates": [[2.94, -0.37, -0.19], [2.00, 0.33, 0.24], [0.73, 0.58, 0.18], [-0.44, -0.37, 0.06], [-1.84, 0.13, 0.13], [-0.33, -1.73, 0.20], [3.98, -0.14, 0.07], [2.85, -1.25, -0.92], [0.47, 1.58, 0.32], [-2.54, -0.74, -0.25], [-2.01, 0.54, 1.19], [-1.80, 1.05, -0.61]]
}

***

Which is most stable, and by how much? #B, by 47.9 kcal/mol.

***

#A
{
  "formula": "C4H13NSi",
  "method": "wB97M-V/def2-TZVPD",
  "smiles": "CC(C)N(C)[SiH3]",
  "orbital_gap_ev": 9.146,
  "species": ["C", "C", "C", "N", "C", "Si", "H", "H", "H", "H", "H", "H", "H", "H", "H", "H", "H", "H", "H"],
  "coordinates": [[-0.96, -0.50, -1.50], [-0.57, -0.86, -0.15], [-1.61, -0.52, 0.90], [0.92, 0.15, 0.17], [2.08, -0.52, -0.27], [0.62, 1.75, 0.85], [-1.40, 0.47, -1.56], [-0.19, -0.57, -2.22], [-1.76, -1.20, -1.68], [-0.21, -1.87, -0.03], [-1.23, -0.59, 1.90], [-2.49, -1.29, 0.87], [-1.77, 0.62, 0.72], [2.22, -0.20, -1.29], [2.89, -0.15, 0.43], [2.00, -1.56, -0.15], [-0.80, 2.02, 0.52], [1.14, 1.75, 2.29], [1.11, 3.06, 0.19]]
}

***

#B
{
  "formula": "C4H13NSi",
  "method": "wB97M-V/def2-TZVPD",
  "orbital_gap_ev": 8.810,
  "species": ["C", "C", "C", "C", "N", "Si", "H", "H", "H", "H", "H", "H", "H", "H", "H", "H", "H", "H", "H"],
  "coordinates": [[-0.67, -1.56, -0.73], [-0.96, -1.47, 1.70], [-0.07, 0.47, 0.55], [-1.13, -0.66, 0.41], [2.14, 2.61, -0.86], [1.00, 1.50, -1.54], [0.39, -1.76, -0.67], [-1.01, -1.15, -1.81], [-1.10, -2.51, -0.51], [-0.01, -1.88, 1.71], [-1.60, -2.42, 1.80], [-1.23, -1.03, 2.70], [-0.45, 1.49, 0.78], [0.75, 0.25, 1.18], [-2.12, -0.15, 0.22], [1.63, 3.37, -0.49], [2.67, 2.31, 0.04], [1.75, 0.45, -2.27], [0.01, 2.15, -2.23]]
}

***

Which is most stable, and by how much? #B, by 4.8 kcal/mol.

***

#A
{
  "formula": "CH2N2OS",
  "method": "wB97M-V/def2-TZVPD",
  "orbital_gap_ev": [6.815, 6.840],
  "species": ["C", "N", "N", "O", "S", "H", "H"],
  "coordinates": [[-0.52, -0.36, 0.58], [-0.38, -0.01, -0.91], [0.54, 0.53, -1.34], [1.64, 0.97, -1.06], [0.97, 0.01, 1.41], [-1.42, 0.17, 0.82], [-0.83, -1.32, 0.50]]
}

***

#B
{
  "formula": "CH2N2OS",
  "method": "wB97M-V/def2-TZVPD",
  "smiles": "N#C[S@H](=N)=O",
  "orbital_gap_ev": 10.838,
  "species": ["N", "C", "S", "N", "O", "H", "H"],
  "coordinates": [[-2.48, 0.79, -0.06], [-1.34, 0.33, 0.17], [0.31, -0.33, 0.23], [1.30, 0.60, -0.43], [0.20, -1.73, -0.07], [0.56, -0.15, 1.58], [1.44, 0.49, -1.42]]
}

***

Which is most stable, and by how much? #B, by 20.7 kcal/mol.